Below is an isolated molecule of C21H28N4O4S at a distorted geometry, with properties calculated with ωB97M-V/def2-TZVPD.

ORCA input file:
```
! wB97M-V def2-TZVPD RIJCOSX def2/J DEFGRID3
* xyz 0 1
C 7.4924 1.0446 -0.5226
C 6.1834 1.8280 -0.6526
C 6.3762 3.2696 -0.1882
C 5.1289 1.1543 0.2201
O 4.9027 1.5375 1.3532
N 4.4661 0.0835 -0.2891
C 4.6477 -0.5140 -1.5947
C 3.3694 -1.2222 -2.0350
C 3.0150 -2.3849 -1.0940
C 1.5416 -2.5298 -0.9990
N 0.6561 -1.5826 -0.9786
C -0.5231 -2.2569 -0.8108
C -1.8079 -1.5905 -0.7226
C -1.8663 -0.2025 -0.8342
C -3.0875 0.4408 -0.7460
C -4.2326 -0.3054 -0.5452
S -5.8213 0.5071 -0.3841
O -5.6470 1.9100 -0.6475
O -6.7977 -0.2087 -1.1507
N -6.1136 0.1846 1.2447
C -5.4829 1.1516 2.1229
C -6.5332 2.2494 2.3042
C -7.8545 1.4698 2.3124
C -7.5180 0.1295 1.6249
C -4.1889 -1.6837 -0.4362
C -2.9732 -2.3334 -0.5270
N -0.3492 -3.5519 -0.7358
O 0.9901 -3.7404 -0.8576
C 3.5696 -2.1009 0.3184
C 3.5312 -0.6056 0.5886
H 8.2728 1.5186 -1.1139
H 7.8084 1.0299 0.5179
H 7.3775 0.0186 -0.8640
H 5.8669 1.8374 -1.6989
H 6.6228 3.2857 0.8698
H 5.4606 3.8387 -0.3297
H 7.1770 3.7446 -0.7499
H 5.4784 -1.2337 -1.5800
H 4.8881 0.2570 -2.3285
H 2.5490 -0.5042 -2.0299
H 3.4931 -1.5880 -3.0546
H 3.4210 -3.3327 -1.4579
H -0.9531 0.3504 -0.9885
H -3.1736 1.5123 -0.8381
H -4.5611 1.5086 1.6671
H -5.2532 0.6563 3.0713
H -6.3788 2.8276 3.2128
H -6.4900 2.9146 1.4423
H -8.1936 1.2934 3.3331
H -8.6366 2.0058 1.7792
H -8.1049 -0.0549 0.7262
H -7.6515 -0.7121 2.3107
H -5.1120 -2.2208 -0.2902
H -2.9009 -3.4066 -0.4494
H 2.9825 -2.6306 1.0694
H 4.5976 -2.4585 0.3865
H 3.8263 -0.3778 1.6156
H 2.5140 -0.2269 0.4336
*
```

Computed properties:
Frontier orbital gap, eV: 9.291
Relative energy (zero: lowest compared OMol25 entry of this formula, charge and spin), kcal/mol: 72.46
HOMO level, eV: -9.3

Here are the Mulliken charges for atoms 1 to 4, given in e:
1. C -1.292
2. C 0.871
3. C -1.645
4. C 0.391

***

Below is a cluster of 8 separate species, C18H55N3O8 in total at a distorted geometry, with properties calculated with ωB97M-V/def2-TZVPD.

ORCA input file:
```
! wB97M-V def2-TZVPD RIJCOSX def2/J DEFGRID3
* xyz 0 1
C 0.6436 -0.9445 -5.2778
O 0.8412 -2.0937 -4.4078
C -0.3586 -2.5851 -3.7834
C -0.0662 -3.6915 -2.6656
C 0.8145 -3.0899 -1.4977
N 0.7118 -4.7475 -3.2074
H 1.5491 -0.5053 -5.6964
H 0.2203 -0.1229 -4.6998
H -0.1741 -1.1664 -5.9635
H -0.9623 -1.7635 -3.3979
H -1.0311 -3.0580 -4.4991
H -0.9938 -4.1723 -2.3549
H 1.9023 -3.0807 -1.5656
H 0.5496 -3.4156 -0.4918
H 0.6367 -2.0212 -1.3783
H 0.2429 -5.2157 -3.9696
H 1.5667 -4.4358 -3.6457
C -1.0281 0.9556 4.6174
O -1.3605 2.3251 4.6214
C -2.5834 2.5632 3.9163
C -2.3012 2.7035 2.4502
C -1.7407 4.0393 2.0833
N -3.4474 2.3365 1.5987
H -1.0268 0.4677 3.6427
H -1.6355 0.3872 5.3217
H -0.0328 0.9807 5.0611
H -3.2798 1.7644 4.1715
H -2.8428 3.4767 4.4514
H -1.6394 1.8624 2.2437
H -2.3602 4.8867 2.3768
H -1.6094 4.1417 1.0061
H -0.7504 4.1142 2.5325
H -3.9022 1.4608 1.8143
H -4.1418 3.0699 1.5869
C 1.6212 2.9103 0.2070
O 2.6451 2.4043 -0.6242
C 3.5759 1.5883 0.0584
C 4.5614 0.8652 -0.8624
C 3.9420 -0.1883 -1.7367
N 5.5647 0.1345 -0.1001
H 1.1087 3.7493 -0.2638
H 2.1406 3.2577 1.1000
H 0.8511 2.2411 0.5907
H 4.1523 2.1735 0.7749
H 3.1215 0.7856 0.6392
H 4.9413 1.6629 -1.5007
H 4.6137 -0.7365 -2.3973
H 3.1466 0.1711 -2.3895
H 3.5400 -0.9421 -1.0596
H 5.8112 0.5835 0.7704
H 6.2434 -0.1926 -0.7728
C -1.3348 2.4490 -3.3867
C -1.5276 1.8856 -2.0176
O -2.4994 2.6285 -1.3538
H -1.1595 3.5179 -3.2652
H -2.2792 2.4711 -3.9304
H -0.5496 1.8977 -3.9041
H -0.6055 1.8840 -1.4364
H -1.8747 0.8553 -2.0959
H -2.6391 2.4825 -0.4153
C 3.6971 -2.4005 1.8672
C 2.7031 -1.7404 2.8161
O 1.5601 -1.3832 2.1634
H 3.1830 -3.1189 1.2287
H 4.5225 -2.8481 2.4209
H 4.2268 -1.6711 1.2545
H 3.1270 -0.8755 3.3263
H 2.3910 -2.3030 3.6960
H 0.7783 -1.7675 2.5667
C -3.6294 -1.4292 -0.1820
C -4.8594 -0.6117 -0.0311
O -5.4191 -0.9447 1.2352
H -3.7950 -2.5056 -0.1361
H -2.8595 -1.2846 0.5759
H -3.1453 -1.2756 -1.1464
H -5.4531 -0.9670 -0.8733
H -4.6251 0.4390 -0.2020
H -6.1664 -0.4443 1.5711
O -0.9367 -2.2728 3.1079
H -1.7939 -2.6960 3.0605
H -0.5107 -2.6776 3.8635
O -0.2459 -0.1065 0.4803
H 0.5278 -0.2196 1.0324
H -0.7981 -0.8615 0.6832
*
```

Computed properties:
Frontier orbital gap, eV: 8.870
Relative energy (zero: lowest compared OMol25 entry of this formula, charge and spin), kcal/mol: 40.78
HOMO level, eV: -8.9

Here are the Mulliken charges for atoms 1 to 4, given in e:
1. C -0.210
2. O -0.348
3. C -0.574
4. C 0.422

***

Below is an isolated molecule of C7H9N3 at a distorted geometry, with properties calculated with ωB97M-V/def2-TZVPD.

ORCA input file:
```
! wB97M-V def2-TZVPD RIJCOSX def2/J DEFGRID3
* xyz 0 3
C 0.6577 2.5806 0.1825
C 1.8219 1.9241 0.3788
C -0.5102 1.8824 -0.0069
C 1.8684 0.5474 0.6574
C -0.4316 0.4990 -0.0817
C 0.7024 -0.2083 0.3581
C -1.5196 -0.5680 -0.1650
N 0.5112 -1.5859 0.3557
N -0.9277 -1.8697 0.1136
N -1.0438 -2.8152 -0.9795
H 0.6698 3.5948 0.1689
H 2.6373 2.6613 0.4376
H -1.4525 2.2218 -0.2202
H 2.9112 0.2293 0.9608
H -2.2340 -0.5431 0.6843
H -1.8576 -0.4870 -1.1906
H 1.0537 -2.0285 1.0643
H -1.1135 -2.5419 -1.9422
H -1.7435 -3.4931 -0.7760
*
```

Computed properties:
Frontier orbital gap (spin up / spin down), eV: 4.920 / 6.241
Relative energy (zero: lowest compared OMol25 entry of this formula, charge and spin), kcal/mol: 58.91
HOMO level (spin up / spin down), eV: -4.0 / -8.3

Here are the Mulliken charges for atoms 1 to 4, given in e:
1. C -0.256
2. C -0.501
3. C -1.227
4. C -0.850

***

Below is a structure of composition C38H86N5O6Y at a distorted geometry, with properties calculated with ωB97M-V/def2-TZVPD.

ORCA input file:
```
! wB97M-V def2-TZVPD RIJCOSX def2/J DEFGRID3
* xyz 2 1
Y 3.3569 -2.9081 -0.0859
C -0.9102 -2.1020 0.6238
C 0.1878 -1.1980 0.1120
C 0.3514 0.0246 0.9922
O 1.4482 -1.8155 -0.0719
H -1.9247 -1.7118 0.6117
H -0.7505 -2.4756 1.6422
H -0.8612 -2.9844 -0.0228
H -0.0743 -0.8461 -0.8913
H 1.2793 0.5625 0.7617
H 0.3732 -0.2195 2.0625
H -0.4175 0.7921 0.8894
C 0.2621 -4.8992 -1.6036
C 0.7998 -5.1994 -0.2130
C 0.3874 -6.6053 0.2358
O 1.1306 -6.9345 1.3686
C 0.5877 -7.9640 2.1938
N 2.3110 -5.1259 -0.2331
H -0.7962 -5.1025 -1.7629
H 0.7674 -5.4684 -2.3914
H 0.4368 -3.8348 -1.7971
H 0.4414 -4.4534 0.4909
H 0.6474 -7.2221 -0.6409
H -0.6966 -6.6226 0.3634
H 0.8896 -8.9576 1.8368
H -0.4744 -7.8739 2.3928
H 1.1970 -7.9611 3.1036
H 2.4990 -5.7996 0.5249
H 2.6670 -5.6293 -1.0528
C 3.2618 -0.7740 4.2295
C 3.3646 -1.9230 3.2289
C 2.2310 -2.9066 3.2337
O 2.4167 -3.9885 2.3142
C 3.2710 -4.9735 2.9688
N 3.5529 -1.3248 1.8497
H 4.2032 -0.2252 4.2452
H 3.0796 -1.1682 5.2288
H 2.4709 -0.0663 3.9707
H 4.3406 -2.3861 3.4110
H 1.3536 -2.3985 2.8111
H 1.9130 -3.1097 4.2580
H 4.2579 -4.5871 3.2213
H 3.3768 -5.8546 2.3396
H 2.7278 -5.2900 3.8578
H 4.2189 -0.5564 1.9752
H 2.7161 -0.7363 1.7295
C -7.9018 -4.3177 -0.8083
C -7.6935 -2.8043 -0.8916
C -7.6149 -2.1910 0.5175
C -6.2564 -2.0316 1.2129
C -5.1998 -1.4838 0.2649
C -5.0996 -2.2088 -1.0665
N -6.4668 -2.4114 -1.6029
O -6.4107 -3.0622 -2.8559
C -4.4518 -1.2787 -2.1002
C -4.3110 -3.5242 -0.9543
C -8.8410 -2.1317 -1.6190
H -8.2997 -4.7260 -1.7359
H -8.5924 -4.5708 -0.0058
H -6.9403 -4.7819 -0.5718
H -8.0416 -1.1876 0.5311
H -8.1859 -2.8149 1.2092
H -5.8781 -2.9863 1.5911
H -6.3595 -1.3318 2.0401
H -4.2360 -1.5821 0.7854
H -5.2854 -0.4084 0.0901
H -4.3290 -1.7187 -3.0852
H -4.8432 -0.2691 -2.0595
H -3.3939 -1.2110 -1.7663
H -4.8300 -4.2768 -0.3600
H -4.2927 -3.9132 -1.9780
H -3.2846 -3.3826 -0.6188
H -8.8425 -2.5823 -2.6254
H -8.7840 -1.1060 -1.9947
H -9.8160 -2.2744 -1.1531
H -6.2204 -3.9978 -2.6858
C -0.5747 2.3700 -1.8640
C -0.3743 1.8317 -3.3018
C -0.9298 2.7462 -4.3746
C -0.1585 4.0575 -4.5379
C 1.3213 3.6970 -4.8330
C 1.9732 2.7387 -3.8421
N 1.0377 1.6301 -3.6428
O 1.6718 0.6034 -2.8682
C 3.2302 2.1815 -4.5185
C 2.3692 3.3886 -2.5225
C -1.1336 0.5053 -3.4245
H 0.2308 2.1145 -1.1817
H -1.5782 2.1493 -1.4929
H -0.6133 3.4632 -1.9233
H -0.9015 2.3285 -5.3859
H -1.9872 2.9746 -4.2003
H -0.1445 4.5826 -3.5789
H -0.5048 4.7019 -5.3390
H 1.7746 4.6879 -4.7022
H 1.4799 3.3756 -5.8596
H 3.6370 1.3490 -3.9475
H 3.0469 1.8630 -5.5429
H 3.9727 2.9810 -4.5489
H 1.5184 3.9517 -2.1205
H 2.6047 2.6476 -1.7580
H 3.1499 4.1526 -2.5576
H -2.1942 0.6324 -3.2187
H -0.8131 -0.2284 -2.6691
H -0.9467 0.0429 -4.3961
H 1.0835 -0.1516 -2.9644
C 3.2014 7.6947 2.3138
C 4.1719 6.5292 2.0174
C 4.8254 6.0631 3.3230
C 3.8245 5.3128 4.1992
C 3.2405 4.1337 3.4329
C 2.6534 4.4732 2.0631
N 3.5952 5.3687 1.3739
O 3.0434 5.8020 0.1214
C 2.5346 3.2173 1.2274
C 1.2437 5.0652 2.2563
C 5.3268 7.1461 1.2197
H 3.7419 8.5840 2.6288
H 2.4609 7.4176 3.0626
H 2.6658 7.9846 1.4071
H 5.5955 5.3175 3.0814
H 5.3556 6.7981 3.9268
H 3.0321 6.0026 4.4942
H 4.3114 4.8777 5.0732
H 2.5098 3.6507 4.0932
H 3.9860 3.3369 3.2874
H 1.9295 2.4365 1.6974
H 2.1678 3.3999 0.2193
H 3.5042 2.7131 1.0949
H 1.0317 5.8852 1.5634
H 0.3806 4.4091 2.1374
H 1.1832 5.5591 3.2292
H 5.6383 8.0965 1.6378
H 5.1307 7.2578 0.1503
H 6.1767 6.4531 1.1959
H 3.1207 5.0170 -0.4271
*
```

Computed properties:
Frontier orbital gap, eV: 3.330
HOMO level, eV: -11.3

Here are the Mulliken charges for atoms 1 to 4, given in e:
1. Y 1.373
2. C -0.645
3. C 3.253
4. C -1.688

***

Below is a structure of composition C20H35ClMgN5O4 at a distorted geometry, with properties calculated with ωB97M-V/def2-TZVPD.

ORCA input file:
```
! wB97M-V def2-TZVPD RIJCOSX def2/J DEFGRID3
* xyz 1 1
Mg -4.1277 -0.5821 1.2156
Cl -1.8604 -0.6137 0.1698
O -1.5762 -1.2241 -1.1020
O -2.0456 -1.5414 1.3019
O -1.0532 0.5246 0.7220
O -3.2262 -0.1564 0.1568
C -1.1955 -1.5921 -3.0660
C 0.1239 -0.8905 -2.6980
C 0.9387 -0.1339 -3.7294
C 1.2099 -0.9839 -4.8565
N 1.3869 -1.6380 -5.8017
H -1.3313 -2.3047 -2.2525
H -1.1191 -2.0563 -4.0493
H -2.1187 -1.0128 -3.0496
H 0.7968 -1.6043 -2.2229
H -0.2239 -0.2144 -1.9169
H 1.8135 0.2521 -3.2060
H 0.4540 0.7342 -4.1761
C 1.1136 3.1590 -1.2585
C 0.3124 2.1884 -0.3973
C -0.0977 1.0009 -1.3309
C -1.4113 1.2073 -1.9788
N -2.4187 1.4031 -2.4843
H 2.1374 2.8164 -1.1081
H 1.0259 4.2118 -0.9901
H 0.8804 3.1277 -2.3228
H -0.6360 2.6441 -0.1125
H 0.8623 1.8983 0.4980
H -0.3065 0.0543 -0.8324
H 0.6791 0.8003 -2.0687
C -2.2934 2.5463 1.3516
C -2.0578 2.3932 2.8726
C -0.7593 1.8564 3.3225
C 0.3392 2.7378 3.0532
N 1.2063 3.4225 2.7885
H -1.3813 2.7242 0.7820
H -2.8753 3.4679 1.3393
H -2.8525 1.7438 0.8705
H -2.7148 1.7100 3.4109
H -2.1281 3.3798 3.3307
H -0.6728 0.8610 2.8869
H -0.7161 1.6564 4.3931
C 0.6334 -0.0469 1.8416
C 2.0729 0.1519 2.3848
C 3.2069 -0.5285 1.5761
C 3.1118 -0.1617 0.1440
N 2.9753 0.0020 -0.9605
H 0.0304 0.6980 2.3609
H 0.2704 -1.0664 1.9718
H 0.4976 0.1930 0.7871
H 2.0619 -0.1568 3.4301
H 2.2652 1.2226 2.4537
H 3.2195 -1.6113 1.7006
H 4.1606 -0.0880 1.8669
C 1.2845 -3.1183 -0.8447
C 0.5538 -2.3260 0.1926
C -0.2688 -3.0331 1.2232
C -1.2740 -4.0043 0.8347
N -2.0163 -4.7889 0.4581
H 0.5960 -3.9288 -1.0837
H 2.0585 -3.6779 -0.3196
H 1.6858 -2.5337 -1.6726
H -0.1489 -1.7162 -0.3754
H 1.2039 -1.6340 0.7280
H -0.5994 -2.2447 1.8994
H 0.3378 -3.5752 1.9486
*
```

Computed properties:
Frontier orbital gap, eV: 4.050
Relative energy (zero: lowest compared OMol25 entry of this formula, charge and spin), kcal/mol: 627.74
HOMO level, eV: -12.0

Here are the Mulliken charges for atoms 1 to 4, given in e:
1. Mg 1.598
2. Cl 2.708
3. O -0.568
4. O -1.132

***

Below is an isolated molecule of C5H8N2 at a distorted geometry, with properties calculated with ωB97M-V/def2-TZVPD.

ORCA input file:
```
! wB97M-V def2-TZVPD RIJCOSX def2/J DEFGRID3
* xyz 0 1
C 1.0797 1.0966 0.8684
C 0.5440 -0.0613 -0.0379
C 1.7856 -0.8230 -0.6592
C -0.4794 0.6325 -0.8813
N -1.7308 0.4539 -0.5734
N -1.6802 -0.6045 0.4163
C -0.5083 -0.8718 0.7570
H 0.4100 1.6746 1.5873
H 1.6201 1.7868 0.1248
H 1.9290 0.8154 1.6168
H 1.4964 -1.6923 -1.3593
H 2.3825 -0.1873 -1.3339
H 2.2321 -1.1759 0.1901
H -0.3921 1.4742 -1.5685
H -0.3310 -1.4795 1.5603
*
```

Computed properties:
Frontier orbital gap, eV: 10.531
Relative energy (zero: lowest compared OMol25 entry of this formula, charge and spin), kcal/mol: 61.36
HOMO level, eV: -9.9

Here are the Mulliken charges for atoms 1 to 4, given in e:
1. C -1.266
2. C 1.524
3. C -1.457
4. C -0.514